[1]
The following is a quantum chemistry calculation of a molecular structure, C6H10O2, from OMol25.

As for the orbital gap: 8.32 eV. As for the total charge: 0. As for the highest occupied orbital energy: -7.80 eV. As for the energy above the lowest of the compared OMol25 structures with the same formula, charge and spin: 7.162 eV. For the calculated total energy, the calculation gives -10472.008 eV.

Atoms and positions in Å:
1 O 1.2134 1.3888 -0.4265
2 O -1.7503 -0.3622 0.5778
3 C -1.0182 0.2795 -0.4164
4 C 0.7753 -0.1698 1.1793
5 C -1.0000 1.7066 0.0059
6 C 0.8717 -1.2762 0.0108
7 C -0.2509 -0.9309 -1.0579
8 C 0.1835 0.8768 0.3222
9 H -1.8963 1.9675 0.5716
10 H -2.5923 -1.0858 -0.0437
11 H -0.5984 2.4676 -0.7578
12 H 0.8638 -2.3501 0.5902
13 H 2.2135 1.0536 -0.1588
14 H 1.7931 0.0223 1.6724
15 H -0.0062 -0.3885 1.9965
16 H -1.0019 -1.7503 -1.3555
17 H 1.9493 -1.0440 -0.7040
18 H 0.2507 -0.4051 -2.0062

Atomic forces in eV per Å
O 4.988 0.102 -1.465
O -5.425 -4.117 -1.472
C 1.667 -2.788 -0.066
C -1.050 -1.250 1.595
C 0.387 2.478 -1.975
C 2.319 -1.196 0.110
C 0.047 1.975 -2.890
C 0.418 1.412 1.989
H 0.562 -0.018 0.045
H 3.861 3.471 2.966
H -1.092 -0.914 1.350
H 0.121 2.393 -2.177
H -4.385 0.964 -0.779
H -1.552 0.041 -0.779
H 1.531 -0.416 -1.189
H 1.409 1.098 0.333
H -2.922 -1.295 2.706
H -0.886 -1.940 1.698

Listed below, in e, are the Löwdin charges computed for each atom: -0.06 -0.13 -0.45 -0.13 0.04 -0.15 -0.13 -0.55 0.12 0.28 0.15 0.14 0.19 0.13 0.14 0.11 0.16 0.14

***

[2]
The following is a quantum chemistry calculation of C6H10O2 in the gas phase, from OMol25.

As for the orbital gap: 9.96 eV. As for the total charge: 0. As for the SMILES: C[C@@]12C[C@]1(C)OCO2. As for the highest occupied orbital energy: -9.03 eV. As for the energy above the lowest of the compared OMol25 structures with the same formula, charge and spin: 2.539 eV. For the calculated total energy, the calculation gives -10476.631 eV.

Atoms and positions in Å:
1 O 0.8062 0.5558 1.5049
2 O -0.4198 -1.3719 1.1544
3 C -1.3769 0.8365 0.2002
4 C 1.0772 1.4701 -0.8774
5 C -0.5935 -1.2956 -1.2333
6 C -0.5952 -0.5465 0.0278
7 C 0.5923 -0.7158 1.9604
8 C 0.1673 0.7406 0.2285
9 H -1.8774 1.1674 -0.6562
10 H -1.5595 -1.8451 -1.2852
11 H 1.9413 0.8266 -1.2479
12 H 0.2427 -0.7882 3.0103
13 H -1.7705 1.1836 1.2158
14 H 1.5106 2.3789 -0.5518
15 H -0.5185 -0.8262 -2.2530
16 H 1.6385 -1.2567 1.8951
17 H 0.4940 1.5275 -1.7925
18 H 0.2414 -2.0409 -1.3003

Atomic forces in eV per Å
O -0.949 2.017 -0.720
O 0.720 1.065 0.165
C 1.892 -1.232 3.231
C -0.267 -3.462 0.248
C -0.559 -1.857 -2.263
C 0.193 2.505 0.359
C 1.378 -2.592 0.365
C 1.055 -0.160 -1.542
H -0.442 0.707 -1.139
H 0.650 -0.074 -0.046
H -0.864 0.436 0.995
H 0.166 0.448 -0.520
H 0.215 -1.006 -1.586
H -0.052 1.057 0.359
H -0.153 0.575 1.370
H -1.948 0.420 0.013
H -0.334 0.662 0.130
H -0.700 0.491 0.582

Listed below, in e, are the Löwdin charges computed for each atom: -0.04 -0.03 0.06 0.02 -0.02 -0.45 -0.21 -0.36 0.08 0.09 0.10 0.13 0.14 0.05 0.10 0.16 0.06 0.10

***

[3]
The following is a quantum chemistry calculation of C6H10O2 in the gas phase, from OMol25.

As for the orbital gap: 8.66 eV. As for the total charge: 0. As for the SMILES: C=C(O)C(O)=C(C)C. As for the highest occupied orbital energy: -8.08 eV. As for the energy above the lowest of the compared OMol25 structures with the same formula, charge and spin: 3.021 eV. For the calculated total energy, the calculation gives -10476.149 eV.

Atoms and positions in Å:
1 O 1.1201 -1.8117 0.8422
2 O 2.9602 0.2179 -0.5860
3 C -0.5382 -0.0684 0.1083
4 C 0.9507 1.5595 -0.1762
5 C -1.4855 -0.2504 1.2706
6 C -1.2382 0.0993 -1.2234
7 C 1.6584 0.3314 -0.1876
8 C 0.7759 -0.6292 0.2111
9 H -0.9557 -0.3794 2.2148
10 H -2.1492 0.6141 1.3547
11 H 1.1276 2.3068 -0.9499
12 H 0.5800 1.9498 0.7603
13 H -1.8675 -0.7807 -1.4225
14 H -2.1379 -1.1213 1.1204
15 H -0.5288 0.2022 -2.0426
16 H 0.4660 -2.4879 0.6334
17 H -1.9023 0.9668 -1.2220
18 H 3.1644 -0.7187 -0.7057

Atomic forces in eV per Å
O -0.114 0.112 -0.063
O -0.148 -0.074 0.016
C 0.314 0.185 -0.004
C -0.224 -0.347 -0.028
C -0.041 -0.049 -0.018
C 0.024 0.022 0.029
C 0.013 0.047 -0.054
C -0.025 -0.008 0.058
H -0.004 0.006 -0.042
H 0.042 -0.027 -0.021
H 0.030 -0.008 0.024
H -0.015 -0.071 0.005
H 0.043 0.046 0.034
H 0.048 0.053 -0.012
H 0.010 -0.003 0.040
H 0.053 0.070 0.004
H 0.027 -0.032 0.013
H -0.034 0.077 0.017

Listed below, in e, are the Löwdin charges computed for each atom: 0.05 0.07 -0.29 0.09 -0.05 -0.08 -0.35 -0.30 0.08 0.08 0.08 0.07 0.08 0.08 0.08 0.11 0.08 0.11

***

[4]
The following is a quantum chemistry calculation of C6H10O2 in the gas phase, from OMol25.

As for the orbital gap: 9.62 eV. As for the total charge: 0. As for the SMILES: C[C@@H]1[C@@H]2OCC[C@@]12O. As for the highest occupied orbital energy: -8.87 eV. As for the energy above the lowest of the compared OMol25 structures with the same formula, charge and spin: 6.517 eV. For the calculated total energy, the calculation gives -10472.653 eV.

Atoms and positions in Å:
1 O 1.8055 -0.1705 -0.5986
2 O -0.5060 -0.9342 -0.6699
3 C 1.7593 -1.2451 0.3901
4 C 0.8319 0.7359 -0.0937
5 C -0.7431 1.3168 -0.1671
6 C -1.8614 1.2979 -1.3461
7 C -0.2612 0.0394 0.3820
8 C 0.5408 -0.8987 1.4228
9 H -2.0919 2.3285 -1.8780
10 H -0.6065 2.3084 0.4363
11 H 2.6082 -1.2853 1.1152
12 H 1.3211 1.2761 0.6386
13 H 0.9742 -0.6177 2.3834
14 H -1.2557 -1.5450 -0.2905
15 H -0.0155 -1.8768 1.4029
16 H -1.5703 0.7298 -2.1023
17 H -2.8213 0.7948 -0.9468
18 H 1.8917 -2.2543 -0.0784

Atomic forces in eV per Å
O -0.345 -0.258 0.158
O -3.141 -1.879 1.446
C 0.615 0.165 1.575
C 1.414 1.642 -3.050
C 0.331 2.839 -1.059
C -1.466 3.221 3.850
C -0.129 -4.340 1.905
C -1.311 -2.587 -2.292
H 0.454 -1.761 1.797
H -0.698 -2.109 -1.081
H 0.199 0.865 -0.858
H 0.539 1.779 1.363
H -0.681 0.439 -0.172
H 2.047 1.749 -1.236
H 0.390 0.863 1.147
H 1.615 -2.712 -3.049
H 1.367 1.148 -0.450
H -1.198 0.935 0.005

Listed below, in e, are the Löwdin charges computed for each atom: -0.07 -0.06 -0.16 -0.23 -0.03 -0.04 -0.46 -0.02 0.11 0.15 0.10 0.12 0.10 0.17 0.10 -0.01 0.10 0.12

***

[5]
The following is a quantum chemistry calculation of 2 unconnected molecules or ions with the total composition C6H10O2, from OMol25.

As for the orbital gap: 7.20 eV. As for the total charge: 0. As for the highest occupied orbital energy: -8.43 eV. As for the energy above the lowest of the compared OMol25 structures with the same formula, charge and spin: 10.210 eV. For the calculated total energy, the calculation gives -10468.960 eV.

Atoms and positions in Å:
1 O 1.0027 -1.0580 -0.8795
2 O -2.5836 -0.4982 0.3116
3 C -0.3106 -0.8123 -0.2875
4 C -1.5347 0.0787 -0.2997
5 C 1.1521 0.2938 1.1591
6 C 1.9687 -0.5386 0.0542
7 C 0.2310 1.7170 -0.6074
8 C -0.1903 0.5502 0.3918
9 H 1.6950 1.1770 1.4817
10 H 1.3439 1.5267 -0.7719
11 H -0.5437 1.3949 -1.4837
12 H 0.1633 2.7785 -0.1123
13 H -2.2495 0.2259 1.6285
14 H -1.4968 0.7902 -1.2053
15 H 2.8738 0.1730 -0.4230
16 H -0.7500 -1.6412 0.3237
17 H 2.4518 -1.3804 0.4687
18 H 1.2622 -0.3283 2.1738

Atomic forces in eV per Å
O -1.060 0.526 -0.408
O 0.185 2.736 4.917
C 1.092 -0.262 -0.071
C 2.172 0.510 -1.510
C 0.483 -2.125 2.473
C 0.563 2.549 -0.690
C 0.316 -1.031 -0.121
C 0.700 0.796 0.361
H -0.211 0.539 -0.523
H -1.661 0.674 -0.819
H 3.810 2.864 0.910
H -0.418 -2.071 -1.066
H -1.496 -2.516 -4.541
H -2.804 -1.754 1.862
H -2.614 -1.904 0.648
H 1.476 0.393 0.009
H 0.672 -0.829 0.710
H -1.204 0.905 -2.142

Listed below, in e, are the Löwdin charges computed for each atom: -0.10 -0.07 -0.19 -0.38 -0.13 -0.19 -0.04 -0.33 0.09 0.07 0.10 0.12 0.39 0.11 0.16 0.16 0.08 0.14

***

[6]
The following is a quantum chemistry calculation of C6H10O2 in the gas phase, from OMol25.

As for the orbital gap: 9.91 eV. As for the total charge: 0. As for the SMILES: C=C(COC)C(C)=O. As for the highest occupied orbital energy: -9.75 eV. As for the energy above the lowest of the compared OMol25 structures with the same formula, charge and spin: 3.283 eV. For the calculated total energy, the calculation gives -10475.887 eV.

Atoms and positions in Å:
1 O -1.4170 -1.1669 1.3178
2 O 1.4974 -0.0779 1.6174
3 C -1.6903 -1.1064 -1.0434
4 C 0.4977 0.8802 1.5405
5 C 1.8510 -0.5811 0.0512
6 C -0.2364 0.5908 0.2364
7 C -1.1228 -0.6376 0.2778
8 C -0.2497 1.5005 -0.7557
9 H -0.1869 0.7516 2.3906
10 H 1.3112 -0.8857 -0.8485
11 H -2.5454 -0.4735 -1.2987
12 H -0.9604 -1.0375 -1.8471
13 H 0.1253 2.5015 -0.5987
14 H -2.0422 -2.1320 -0.9379
15 H 2.3038 -1.5177 0.3684
16 H 0.9095 1.8981 1.5004
17 H -0.6102 1.2962 -1.7508
18 H 2.5655 0.1973 -0.2199

Atomic forces in eV per Å
O 0.091 0.078 0.171
O 0.352 -1.808 -3.682
C -0.168 -0.135 0.147
C -1.315 0.354 -0.766
C 2.420 -0.331 3.022
C -1.209 1.793 0.836
C 0.304 0.214 -0.912
C -0.145 -0.750 0.570
H 0.260 0.172 -0.076
H -1.320 0.642 0.800
H 0.088 -0.031 -0.035
H 0.013 0.006 -0.068
H 0.389 -0.050 0.036
H 0.034 0.069 -0.012
H 0.640 0.256 -0.009
H -0.089 -0.026 0.145
H -0.400 -0.090 -0.057
H 0.055 -0.363 -0.111

Listed below, in e, are the Löwdin charges computed for each atom: 0.12 -0.14 -0.02 -0.25 0.03 -0.28 -0.42 0.09 0.13 0.07 0.09 0.07 0.07 0.09 0.08 0.12 0.07 0.08